C15H16FeN3O3 | the ωB97M-V functional and the def2-TZVPD basis

```
38
Properties=species:S:1:pos:R:3:forces:R:3
O 3.5727 4.3915 -0.9298 -1.538 -1.873 0.315
C 2.7576 3.5648 -0.9180 2.950 4.086 -0.865
Fe 1.4953 2.3929 -0.9671 0.843 -0.198 -0.689
C 2.7810 1.2495 -1.0330 2.882 -3.747 -1.119
O 3.6220 0.4476 -1.1216 -1.659 1.839 0.472
C 1.5468 2.3047 0.8137 -2.267 -0.403 4.657
O 1.2650 2.2058 1.9400 1.036 0.179 -2.331
C -0.1786 0.8538 -1.4507 -0.867 -1.488 -0.196
C -1.0567 1.6557 -0.7307 -0.876 -0.853 0.481
C -1.0478 3.0351 -0.6684 -0.854 0.889 0.523
C -0.1576 3.8878 -1.3289 -1.049 1.555 0.437
C 0.5776 3.6638 -2.5049 0.674 0.337 -0.145
C 0.8045 2.4441 -3.1346 0.281 0.434 -2.200
C 0.5915 1.1803 -2.5802 0.560 -0.737 0.373
H -0.2002 -0.2079 -1.1665 0.115 0.494 -0.339
H -1.7596 1.0990 -0.1024 0.214 0.431 -0.141
H -1.7545 3.5108 0.0221 0.395 -0.173 -0.176
H -0.1401 4.9318 -0.9792 -0.078 -0.574 -0.172
H 1.0545 4.5525 -2.9472 -0.244 -0.521 0.204
H 1.4195 2.4782 -4.0464 -0.355 -0.035 0.491
H 1.0746 0.3326 -3.0885 -0.153 0.476 0.277
C -1.5921 -0.7857 1.9686 0.319 -0.198 -0.238
C -1.1222 -1.9209 2.8976 0.122 0.339 0.192
N -0.6283 -2.8803 1.9329 -1.421 0.898 -0.323
C -0.4367 -4.2996 2.0662 0.418 -0.414 0.713
C -0.5084 -4.7830 0.6252 0.409 -0.642 -0.347
N -0.8862 -3.6032 -0.1319 -0.981 2.249 -0.605
C -1.0221 -2.5184 0.6724 1.310 -2.886 1.466
N -1.4519 -1.2721 0.5763 -0.755 0.840 0.376
H -2.6579 -0.5619 2.1739 0.451 0.196 -0.408
H -0.9892 0.1308 2.1265 -0.430 -0.231 -0.394
H -0.3207 -1.5835 3.5677 -0.281 -0.204 -0.018
H -1.9777 -2.3173 3.4796 0.579 -0.090 -0.167
H 0.5358 -4.4975 2.5181 -0.051 -0.080 -0.006
H -1.1965 -4.7776 2.6999 0.022 0.423 -0.039
H 0.4729 -5.1282 0.3127 -0.010 -0.129 -0.222
H -1.2291 -5.5894 0.5160 -0.017 0.017 -0.204
H -1.2570 -3.5864 -1.0795 0.303 -0.206 0.367
```
Forces are in eV/Å.

## Properties
energy above the lowest of the compared OMol25 structures with the same formula, charge and spin = 0.0 kJ/mol
charge = +1
⟨S²⟩ = 6.074
2S+1 = 5
LUMO level (alpha / beta) = -2.8 / -7.1 eV
HOMO energy (alpha / beta) = -8.188 / -11.680 eV


C15H16IN5O2S2Ti | the ωB97M-V functional and the def2-TZVPD basis

```
42
Properties=species:S:1:pos:R:3:forces:R:3
Ti -0.4469 -0.3465 0.9664 3.583 1.335 1.026
N 2.0038 -3.4765 1.8929 0.263 -0.210 0.043
C 0.9382 -2.7153 1.6324 -0.590 0.748 0.062
S 0.6634 -1.3630 2.7608 -0.346 -0.075 0.087
N 0.1891 -2.9768 0.5997 0.691 -1.429 -0.429
N -0.8179 -2.1182 0.3353 -0.846 -0.332 -0.139
C -1.9196 -2.4945 -0.2570 0.068 -0.287 0.196
C -3.0943 -1.6819 -0.2252 -0.311 0.710 0.496
C -4.2672 -2.0669 -0.9041 0.169 0.032 0.139
C -5.4675 -1.4369 -0.6648 0.023 0.003 -0.029
C -5.5492 -0.4181 0.2855 0.255 -0.178 -0.106
C -4.4244 -0.0143 0.9790 0.656 0.065 0.198
C -3.1813 -0.5995 0.7187 -2.090 -0.992 -1.220
O -2.0849 -0.2347 1.3554 -2.430 0.661 0.913
H 2.4647 -3.3724 2.7830 -0.008 -0.137 -0.100
H 2.1273 -4.3365 1.3777 -0.017 0.042 0.055
H -1.9892 -3.5086 -0.6548 0.198 0.120 0.016
H -4.2146 -2.8783 -1.6140 0.002 -0.117 -0.064
H -6.3548 -1.7487 -1.1932 -0.038 -0.025 -0.062
H -6.4976 0.0563 0.4891 -0.046 0.018 0.025
H -4.4838 0.7524 1.7385 0.012 0.074 -0.009
S -0.6166 1.9676 0.1336 -0.935 -0.054 0.298
C 0.8642 2.8054 -0.0630 0.603 0.155 -0.354
N 1.4601 3.3355 1.0359 -0.185 -0.041 -0.217
C 2.5594 4.1135 0.9777 0.318 0.142 -0.074
C 3.1385 4.4024 -0.2297 -0.184 -0.119 -0.215
C 2.5579 3.8863 -1.3992 0.178 0.106 0.422
C 1.4425 3.0845 -1.3143 -0.272 -0.122 0.442
H 0.9909 3.1850 1.9296 0.173 0.028 -0.225
H 2.9520 4.4884 1.9113 -0.105 -0.012 0.077
H 4.0102 5.0351 -0.2803 0.036 0.031 0.090
H 2.9865 4.1287 -2.3610 0.007 -0.004 -0.064
H 0.9575 2.6939 -2.1955 -0.032 -0.019 -0.033
N 3.4687 -0.2688 -0.2309 -0.120 0.084 0.249
C 2.2382 -0.4297 -0.6953 0.279 0.043 -0.406
O 1.2356 -0.2917 0.0479 1.297 -0.031 -0.945
C 2.0742 -0.7758 -2.1367 -0.137 -0.493 0.072
I 2.2248 -2.9430 -2.2009 0.014 0.430 -0.256
H 3.6366 -0.1379 0.7595 -0.136 -0.035 -0.123
H 4.2773 -0.4265 -0.8177 -0.179 -0.015 0.004
H 2.8631 -0.3730 -2.7667 -0.031 -0.053 0.041
H 1.0849 -0.5011 -2.5057 0.214 -0.046 0.119
```
Forces are in eV/Å.

## Properties
energy above the lowest of the compared OMol25 structures with the same formula, charge and spin = 168.2 kJ/mol
charge = +2
LUMO level = -7.3 eV
HOMO energy = -14.230 eV


C15H16N4O3SSbSe4Zn | the ωB97M-V functional and the def2-TZVPD basis

```
45
Properties=species:S:1:pos:R:3:forces:R:3
Zn 0.0843 0.4509 1.0843 -0.021 -0.298 0.353
Se 3.6896 2.1506 3.8077 0.047 -0.074 0.008
Sb 3.6544 -0.0990 3.0087 -0.116 0.126 0.043
Se 2.5452 0.3382 0.5141 -0.084 -0.079 -0.057
Se -0.0976 0.6474 3.4744 -0.069 0.119 -0.099
Se 1.3904 -1.1220 3.7806 0.143 -0.060 -0.070
C -4.1160 3.2228 -5.2842 -0.012 -0.003 -0.018
C -3.8735 2.6988 -3.8944 0.043 0.008 0.013
C -2.8203 3.1871 -3.1225 -0.005 -0.006 -0.016
C -2.6063 2.7295 -1.8337 -0.067 -0.019 0.020
C -3.4538 1.7654 -1.2998 0.021 0.039 -0.059
C -4.5027 1.2626 -2.0518 0.016 -0.003 0.005
C -4.7057 1.7304 -3.3443 -0.030 -0.021 -0.006
S -3.1703 1.2046 0.3646 -0.067 0.337 -0.014
O -4.3435 0.4568 0.7514 0.056 -0.037 -0.059
O -2.8232 2.3868 1.1053 0.055 -0.122 -0.048
N -1.8619 0.3000 0.2362 -0.014 -0.437 0.287
C -1.8647 -1.0791 0.2550 -0.104 0.424 -0.214
C -2.9255 -1.9678 0.0219 -0.035 -0.154 -0.012
C -2.6702 -3.3202 0.1112 0.006 0.091 0.002
C -1.3921 -3.7835 0.4228 -0.045 0.007 -0.034
C -0.4058 -2.8419 0.6213 0.220 -0.043 -0.033
N -0.6295 -1.5352 0.5191 -0.040 -0.033 0.098
H -3.2152 3.6772 -5.6965 0.004 -0.003 -0.001
H -4.8989 3.9848 -5.2838 0.001 -0.003 0.007
H -4.4359 2.4258 -5.9571 0.000 0.005 0.003
H -2.1584 3.9390 -3.5373 -0.001 -0.003 -0.001
H -1.7926 3.1143 -1.2339 0.001 -0.002 -0.005
H -5.1615 0.5263 -1.6104 -0.007 0.001 -0.012
H -5.5309 1.3427 -3.9319 0.000 -0.010 0.009
H -3.9140 -1.5877 -0.1755 -0.014 -0.007 -0.005
H -3.4777 -4.0242 -0.0500 -0.007 -0.002 -0.007
H -1.1752 -4.8373 0.5194 0.003 -0.002 0.003
H 0.6095 -3.1220 0.8789 -0.026 0.000 0.015
C -1.3357 -0.0105 -4.5429 -0.010 0.030 0.009
C -0.3805 -0.5343 -3.4733 -0.032 0.018 0.084
C -0.0249 0.4766 -2.4780 0.091 -0.189 0.069
N 0.2698 1.2038 -1.6417 0.026 0.264 -0.184
H -1.5656 -0.8073 -5.2496 -0.012 0.006 -0.006
H -0.8913 0.8207 -5.0899 -0.002 0.003 -0.003
H -2.2644 0.3382 -4.0928 -0.011 0.005 0.006
H 0.5485 -0.9035 -3.9110 -0.017 -0.009 -0.015
H -0.8337 -1.3630 -2.9243 0.008 -0.018 -0.003
O 1.5275 2.8342 0.8249 0.074 0.001 -0.038
N 2.5776 2.3765 0.6470 0.031 0.154 -0.013
```
Forces are in eV/Å.

## Properties
energy above the lowest of the compared OMol25 structures with the same formula, charge and spin = 0.0 kJ/mol
charge = -1
LUMO level = 2.1 eV
HOMO energy = -4.195 eV


C15H16NO5 | the ωB97M-V functional and the def2-TZVPD basis

```
37
Properties=species:S:1:pos:R:3:forces:R:3
C 3.2457 -3.7804 -0.7725 -0.216 1.718 0.898
N 2.4851 -2.4568 -0.6552 -0.615 -1.756 -2.288
C 1.4006 -2.5947 -1.7422 0.832 1.113 2.139
C 0.0838 -3.2180 -0.9762 -0.197 0.945 -0.592
O -0.3479 -4.5016 -1.5696 1.194 0.059 -0.851
H 4.1150 -3.5848 -1.5390 -1.295 -1.063 1.008
H 2.4984 -4.6342 -1.1044 1.817 1.080 0.713
H 3.7281 -3.9676 0.2889 -0.806 -0.137 -2.099
H 1.1650 -1.5189 -2.1384 0.079 -2.114 0.499
H 1.7897 -3.2317 -2.6437 -1.026 0.727 1.246
H 0.2439 -3.3328 0.2000 0.089 0.082 -2.747
H -0.7813 -2.4162 -1.1031 1.367 -1.732 0.171
H 0.3252 -4.8134 -2.2660 -1.364 1.189 1.826
C 0.9664 3.6014 -0.9406 -0.212 0.004 -0.257
C 0.3157 2.7828 -1.7728 0.055 0.349 -0.015
C 0.4208 1.3161 -1.6424 -0.007 -0.603 -0.141
O -0.1728 0.5660 -2.4050 0.013 0.489 0.185
C 1.2710 0.7895 -0.5563 0.148 -0.185 0.041
C 1.9217 1.6082 0.2760 -0.083 0.325 -0.145
C 1.8166 3.0748 0.1455 0.383 -0.476 0.424
O 2.4102 3.8249 0.9081 -0.145 0.167 -0.144
H 0.9008 4.6795 -1.0228 0.016 0.022 0.021
H -0.3124 3.1535 -2.5740 -0.006 -0.016 -0.018
H 1.3366 -0.2886 -0.4740 0.186 -0.109 0.066
H 2.5497 1.2374 1.0771 -0.024 -0.008 -0.060
C -1.7815 2.0458 1.2398 -0.212 0.388 0.005
C -2.7891 2.8306 1.6336 0.335 -0.108 -0.186
C -3.8638 2.3177 2.5059 -0.483 0.404 0.172
O -4.7875 3.0348 2.8652 0.397 -0.324 -0.145
C -3.7811 0.9051 2.9273 0.208 -0.334 -0.016
C -2.7735 0.1203 2.5336 -0.393 0.056 0.250
C -1.6988 0.6332 1.6612 0.837 -0.670 -0.352
O -0.7751 -0.0839 1.3019 -0.848 0.503 0.389
H -0.9856 2.4060 0.5994 -0.035 -0.031 0.041
H -2.8636 3.8690 1.3336 -0.025 -0.025 0.028
H -4.5770 0.5449 3.5677 -0.005 0.044 -0.017
H -2.6990 -0.9181 2.8335 0.044 0.023 -0.050
```
Forces are in eV/Å.

## Properties
energy above the lowest of the compared OMol25 structures with the same formula, charge and spin = 308.7 kJ/mol
charge = -1
LUMO level = 0.5 eV
HOMO energy = -1.785 eV


C15H16O4 | the ωB97M-V functional and the def2-TZVPD basis

```
35
Properties=species:S:1:pos:R:3:forces:R:3
C -2.7355 -0.7402 1.1000 -0.579 -0.087 0.241
C -1.6334 -0.4758 0.7109 0.546 -0.017 -0.028
O 3.3886 0.8890 -1.3311 -0.347 0.352 -0.504
O 2.5286 -1.8166 -1.3821 0.496 0.386 0.222
O -0.5601 2.2326 0.7975 -0.133 0.322 0.662
O 1.4363 2.8733 -0.1426 0.008 0.624 0.097
C -4.8293 -2.0031 1.3385 0.451 1.434 1.082
C -4.0666 -0.8796 1.5985 -1.601 -2.160 -0.997
C -0.3154 -0.1710 0.2589 -0.570 -0.088 -0.151
C 0.1206 1.1554 0.3409 0.192 -1.845 -0.721
C 1.3126 1.4985 -0.2311 0.137 -0.160 0.356
C 2.1824 0.5308 -0.7650 0.010 0.705 -0.523
C 1.7656 -0.8260 -0.8231 -1.139 0.323 0.624
C 0.4637 -1.1842 -0.3643 1.704 1.566 -0.003
C 3.3271 2.0611 -2.1942 0.397 0.630 1.110
C 3.9250 -1.8629 -1.0505 0.457 0.678 -0.993
C 0.2704 3.3632 0.5858 0.649 -0.142 -0.438
C -4.6036 0.3192 2.3167 -1.525 -0.315 -0.210
C -0.0506 -2.5703 -0.5335 -0.001 0.005 -0.314
H -4.4438 -2.8854 0.8256 0.045 0.425 0.063
H -5.8649 -2.0901 1.7516 1.031 0.250 -0.468
H 3.3889 2.9915 -1.5665 -0.120 -0.859 -0.601
H 4.2000 2.0484 -2.8565 -0.259 -0.295 0.192
H 2.4009 2.0904 -2.7695 0.040 -0.171 -0.005
H 4.1962 -2.8709 -0.8415 -0.082 -1.038 -0.048
H 4.2032 -1.3139 -0.1610 -0.320 0.499 0.146
H 4.5562 -1.5091 -1.9045 -0.654 -0.135 0.681
H -0.3159 4.0930 0.0302 0.206 -0.073 -0.613
H 0.6194 3.9097 1.4823 -0.111 -0.895 0.118
H -5.6604 0.1620 2.6354 0.695 -0.004 -0.307
H -4.0385 0.4793 3.2043 0.602 0.430 0.676
H -4.5845 1.2031 1.6750 0.202 -0.028 0.135
H 0.6132 -3.1833 -1.1565 -0.150 0.251 0.346
H -1.0202 -2.5037 -1.0270 -0.127 -0.233 0.114
H -0.1764 -3.0141 0.4485 -0.151 -0.335 0.062
```
Forces are in eV/Å.

## Properties
energy above the lowest of the compared OMol25 structures with the same formula, charge and spin = 409.1 kJ/mol
charge = 0
structure (SMILES) = C=C(C)C#Cc1c(C)c(OC)c(OC)c2c1OCO2
LUMO level = 0.6 eV
HOMO energy = -7.678 eV


C15H17AuNO3S | the ωB97M-V functional and the def2-TZVPD basis

```
38
Properties=species:S:1:pos:R:3:forces:R:3
C 1.4038 -1.5858 -4.1701 -0.745 -0.908 -0.938
C 0.0018 -1.4623 -4.4238 1.480 0.144 -0.193
C -0.6958 -1.6918 -3.2023 0.561 -0.644 0.992
C 0.2621 -2.1337 -2.2162 0.049 -0.398 -1.503
C 1.5775 -2.0025 -2.8044 -1.083 -0.016 0.216
Au 0.6832 0.1647 -2.5422 -0.657 1.157 -0.867
C -1.4338 2.0473 -2.8383 -1.699 0.343 0.359
C -0.1650 1.9664 -3.3259 2.208 -0.062 -0.807
C 0.6266 2.6396 -4.1987 -0.912 -0.715 0.435
N 1.9110 1.5043 -1.8307 1.431 0.186 0.683
H -1.7703 -1.6512 -3.0359 0.328 -0.090 -0.103
H -0.4605 -1.2569 -5.3889 0.221 0.299 0.359
H 0.0225 -2.6315 -1.2930 0.086 0.464 0.003
H 2.5051 -2.2687 -2.3101 -0.162 0.091 -0.123
H 2.2046 -1.4502 -4.9028 -0.393 0.025 0.351
H -2.3038 2.1307 -3.5075 0.273 -0.142 0.391
H 2.5130 0.9720 -1.1681 -0.450 0.107 -0.181
H -1.5634 2.0949 -1.7468 -0.107 -0.197 -0.613
H 0.1732 3.3741 -4.8687 0.251 0.274 0.467
H 1.6991 2.4537 -4.2392 -0.367 -0.174 -0.275
C -0.3058 0.6569 6.4160 0.027 -0.021 0.206
C -0.4007 0.3040 4.9691 -0.054 -0.099 -0.660
C -0.3599 -1.0468 4.5875 -0.098 0.224 -0.437
C -0.4171 -1.4049 3.2415 0.031 0.448 0.264
C -0.4954 -0.3989 2.2779 -0.241 -0.018 -0.196
C -0.5888 0.9422 2.6353 0.158 -0.284 0.498
C -0.5195 1.2956 3.9857 -0.069 -0.640 0.023
S -0.3762 -0.8422 0.5347 0.167 1.328 0.772
O 0.8830 -1.5865 0.4991 -0.341 0.140 -0.022
O -1.5680 -1.6154 0.2094 0.278 0.059 0.012
O -0.3112 0.4919 -0.1106 -0.345 -1.173 0.556
H -1.1248 0.2112 6.9852 -0.005 0.051 0.027
H 0.6264 0.2656 6.8293 0.004 0.138 0.127
H -0.3395 1.7370 6.5459 0.059 0.030 0.145
H -0.2690 -1.8168 5.3519 -0.042 0.105 -0.071
H -0.3890 -2.4438 2.9213 0.087 0.174 0.087
H -0.6863 1.6938 1.8631 0.103 -0.094 -0.017
H -0.5491 2.3442 4.2713 -0.031 -0.110 0.032
```
Forces are in eV/Å.

## Properties
charge = -1
⟨S²⟩ = 2.067
2S+1 = 3
LUMO level (alpha / beta) = 3.0 / 2.3 eV
HOMO energy (alpha / beta) = -3.970 / -4.288 eV


Question: What is the formula in the fourth record?
Answer: C15H16NO5


Question: What is the formula in the sixth record?
Answer: C15H17AuNO3S